This record from the Open Molecules 2025 dataset describes a structure of composition Cl2CuF2NO4S2. The level of theory is the ωB97M-V functional and the def2-TZVPD basis.

Results
Energy relative to the best compared isomer or geometry (same formula, charge and spin), eV: 5.197
Calculated total energy, eV: -106468.0522
Total charge: -2

Element x y z (Å)
Cu1 -5.116858 -17.446186 -13.140484
Cl1 -3.906859 -17.929464 -14.784117
Cl2 -4.436255 -15.495607 -12.598222
S1 -7.005082 -16.382084 -14.865222
S2 -7.871934 -17.387592 -12.919293
F1 -7.424606 -18.560926 -11.955357
F2 -5.602449 -15.675714 -15.075945
O1 -8.133356 -16.285427 -11.985014
O2 -7.800276 -15.195637 -14.666557
O3 -9.017920 -18.023227 -13.573634
O4 -7.136867 -17.048314 -16.149116
N1 -6.534973 -17.369651 -13.572472

Atomic forces in eV per Å
Cu 14.198 -1.352 5.157
Cl 2.224 -1.689 -1.895
Cl 1.294 2.115 1.911
S 2.988 2.153 -4.465
S -6.287 -0.737 5.826
F -0.148 -1.026 1.337
F -0.340 -0.110 -0.200
O -0.119 -1.508 -1.420
O -0.740 -1.136 0.815
O 0.928 1.097 0.074
O -0.665 -0.350 1.653
N -13.332 2.544 -8.791


This record from the Open Molecules 2025 dataset describes a structure of composition C9H21F6NO8S2V. The level of theory is the ωB97M-V functional and the def2-TZVPD basis.

Results
Energy relative to the best compared isomer or geometry (same formula, charge and spin), eV: 0.000
2S+1: 4
Calculated total energy, eV: -91205.9356
Total charge: 0

Element x y z (Å)
V1 -0.103300 -0.037948 0.216078
S1 0.435978 1.277023 -2.571922
S2 2.288597 -0.611232 -2.310907
F1 1.233450 3.370813 -1.252202
F2 3.971935 0.252216 -0.493560
F3 4.627277 -1.471292 -1.619978
F4 0.844891 3.688236 -3.365374
F5 2.674798 2.705135 -2.741938
F6 3.126568 -1.729832 -0.088307
O1 0.399594 0.871798 -3.925072
O2 1.741755 -1.898151 -2.605492
O3 -2.271010 0.155094 0.173860
O4 -0.821814 1.570107 -1.924743
O5 0.473461 -0.854083 2.002631
O6 -0.464555 -2.071284 -0.514429
O7 -0.076261 2.119408 0.945585
O8 3.005268 0.047480 -3.353005
N1 1.205262 0.281367 -1.486096
C1 -2.945028 0.242986 1.461531
C2 2.241303 2.108795 1.612604
C3 0.890430 2.761635 1.803091
C4 -3.587784 -1.076482 1.821238
C5 3.578510 -0.908794 -1.032515
C6 1.389896 2.857485 -2.479355
C7 0.303664 -0.512257 3.326026
C8 -2.244109 -3.515676 -1.336979
C9 -1.235159 -2.443136 -1.684518
H1 3.025304 2.641625 2.151173
H2 -4.278559 -0.930269 2.652891
H3 -2.935637 0.287264 -0.507269
H4 2.212337 1.082935 1.991838
H5 1.229062 -0.639013 3.912067
H6 -0.516511 -2.771012 -2.433666
H7 -0.478271 -1.111202 3.825361
H8 -3.694578 1.032756 1.402190
H9 2.543933 2.060012 0.566335
H10 0.015696 0.552743 3.467710
H11 -2.989143 -3.160608 -0.628430
H12 -0.080782 -2.871120 -0.141007
H13 -1.740296 -4.393137 -0.923832
H14 0.917065 3.834891 1.601871
H15 -2.723100 -3.845458 -2.261309
H16 -4.194045 -1.429490 0.980154
H17 -1.740740 -1.543489 -2.031286
H18 -0.781765 2.733052 0.727297
H19 0.564491 2.636462 2.839704
H20 -2.179311 0.506311 2.189679
H21 -2.858763 -1.852667 2.042280

Atomic forces in eV per Å
V -0.165 -0.702 1.705
S -0.577 -0.120 1.859
S 0.603 -1.421 -0.194
F 0.250 0.062 -0.230
F -0.097 -0.252 0.132
F -0.043 -0.050 -0.027
F 0.119 0.131 0.039
F -0.141 0.118 0.143
F 0.011 0.239 0.172
O 0.281 -0.288 -0.615
O -0.121 -0.362 0.188
O -0.191 0.182 0.677
O 0.084 0.213 0.106
O -0.524 0.421 -1.240
O -0.416 0.182 -0.117
O 0.137 -0.369 0.032
O -0.058 0.624 0.141
N 0.349 1.307 -2.578
C 0.162 -0.388 -0.156
C 0.074 -0.325 -0.017
C 0.187 -0.027 0.318
C -0.402 -0.008 -0.336
C -0.007 0.160 0.068
C -0.310 -0.010 -0.060
C -0.031 0.359 0.190
C 0.253 -0.142 -0.350
C 0.324 -0.103 0.438
H -0.123 0.089 0.093
H 0.169 -0.126 0.150
H 0.311 0.033 -0.311
H -0.013 0.054 -0.036
H -0.060 -0.097 -0.054
H -0.169 0.026 -0.192
H 0.059 0.000 -0.019
H 0.069 0.099 0.048
H -0.159 0.154 -0.014
H -0.025 -0.151 0.010
H -0.036 0.000 0.011
H 0.194 0.184 0.198
H -0.036 0.031 0.081
H -0.020 -0.076 -0.256
H -0.172 0.030 0.101
H 0.001 0.036 0.038
H 0.166 0.114 -0.002
H -0.027 -0.077 -0.173
H 0.004 0.023 -0.036
H 0.016 0.127 -0.061
H 0.101 0.091 0.136


This record from the Open Molecules 2025 dataset describes a structure of composition C30H26CoN10O6S2Se. The level of theory is the ωB97M-V functional and the def2-TZVPD basis.

Results
Energy relative to the best compared isomer or geometry (same formula, charge and spin), eV: 0.000
2S+1: 2
Calculated total energy, eV: -183362.2307
Total charge: -2

Element x y z (Å)
Se1 -3.096861 -1.491206 0.627901
Co1 -0.086471 -0.650270 -0.313308
S1 2.644604 2.867211 2.078677
S2 0.727565 3.865961 -0.264755
O1 -2.006310 -0.353686 0.063407
O2 3.671161 2.144763 2.788370
O3 -4.588663 -0.989869 0.300935
O4 -2.806210 -1.896900 2.158350
O5 3.034360 4.067825 1.359072
O6 -2.849697 -2.889992 -0.354631
N1 -0.145396 -0.455307 -2.314051
N2 -1.428124 4.573784 6.102457
N3 0.535076 -0.737451 1.524984
N4 -0.677708 -5.292047 -0.924289
N5 1.735298 -0.795830 -0.581486
N6 0.103106 1.368038 -0.307922
N7 1.828868 1.834393 1.211261
N8 -0.411832 -2.530871 -0.352583
N9 2.557943 -1.034738 0.416806
N10 -2.191269 -4.758225 -2.602728
C1 2.918829 0.057068 -4.418469
C2 1.026561 2.514084 4.262997
C3 -1.510949 -2.984704 -1.083425
C4 1.151881 -0.385665 -2.800487
C5 -1.053331 -1.373534 -4.408428
C6 -2.499042 -0.177916 -2.929641
C7 -0.573224 3.359724 -1.274298
C8 2.189056 -0.630647 -1.863212
C9 3.536657 -0.604909 -2.206100
C10 0.947347 2.211690 0.292805
C11 -0.455936 4.187521 5.160241
C12 -3.558301 -0.424851 -3.787201
C13 0.422964 -0.765028 3.895262
C14 1.875752 -0.970192 1.574167
C15 -0.160664 -0.620620 2.655142
C16 1.485566 3.418654 3.313033
C17 2.530847 -1.130640 2.810426
C18 0.019288 5.094069 4.220942
C19 1.797773 -1.034453 3.960478
C20 0.982272 4.708027 3.297548
C21 0.106485 -4.815672 0.121325
C22 -0.733369 2.029400 -1.178549
C23 3.907413 -0.276081 -3.501705
C24 1.570988 0.014377 -4.077771
C25 -3.385854 -1.122843 -4.972758
C26 0.254743 -3.494613 0.358616
C27 -1.194738 -0.623875 -3.216670
C28 -1.408806 -4.419743 -1.504565
C29 0.066623 2.894047 5.179816
C30 -2.114787 -1.603004 -5.264968
H1 -2.031448 5.307564 5.762775
H2 -1.948193 -2.193476 -6.160181
H3 3.195701 0.371629 -5.418968
H4 0.937623 -3.168317 1.125762
H5 -0.100449 -1.828616 -4.630671
H6 -2.709074 0.287857 -1.980776
H7 -2.444203 -3.983482 -3.198558
H8 3.598741 -1.285643 2.808001
H9 -1.114414 4.041766 -1.905872
H10 -0.376976 6.103450 4.201568
H11 2.287470 -1.145462 4.921578
H12 -1.981619 3.797340 6.432536
H13 1.412917 1.504574 4.259576
H14 0.645220 -5.549990 0.701655
H15 4.953479 -0.240095 -3.779638
H16 -0.300348 2.178782 5.907485
H17 -0.186822 -0.678563 4.783216
H18 1.348934 5.403342 2.556175
H19 -4.221687 -1.317070 -5.633366
H20 -1.852655 -5.568316 -3.097409
H21 -4.544879 -0.085580 -3.495298
H22 -1.700488 -2.372264 -1.948061
H23 4.264462 -0.807718 -1.433384
H24 0.837584 0.320235 -4.809182
H25 -1.214399 -0.425984 2.540378
H26 -1.445942 1.458800 -1.740324

Atomic forces in eV per Å
Se 0.121 0.349 -0.227
Co 0.063 0.860 0.149
S 0.023 0.049 0.119
S 0.015 0.177 0.038
O -0.210 -0.255 0.178
O 0.012 0.050 -0.034
O 0.061 -0.019 0.056
O -0.119 -0.013 -0.090
O 0.041 -0.071 0.008
O -0.021 -0.164 0.297
N -0.013 -0.276 -0.383
N -0.026 0.038 0.071
N -0.117 -0.226 0.069
N -0.004 0.048 0.014
N 0.054 -0.431 -0.131
N 0.053 0.347 -0.008
N 0.152 -0.081 0.017
N -0.020 -0.703 -0.038
N -0.094 0.045 -0.104
N -0.064 -0.072 -0.060
C -0.049 0.012 -0.079
C 0.070 0.016 -0.027
C 0.221 0.020 -0.089
C 0.043 0.087 0.084
C 0.027 0.046 0.072
C 0.001 -0.091 0.028
C 0.002 -0.125 -0.028
C -0.049 0.057 0.153
C 0.091 0.044 -0.137
C -0.121 -0.121 0.052
C -0.012 -0.052 -0.031
C -0.068 -0.020 -0.002
C -0.055 -0.117 -0.052
C 0.124 -0.021 0.029
C 0.060 0.055 0.043
C -0.061 0.019 -0.008
C -0.086 0.027 -0.012
C 0.030 -0.004 -0.026
C -0.014 -0.046 0.046
C 0.009 0.022 0.010
C 0.010 0.012 0.084
C -0.090 0.190 -0.061
C -0.022 -0.032 0.117
C -0.083 -0.020 0.009
C -0.015 0.016 -0.025
C -0.123 0.035 -0.019
C 0.110 -0.254 0.031
C -0.037 0.144 -0.033
C -0.001 0.026 -0.001
C 0.011 -0.015 0.015
H -0.001 0.000 -0.007
H 0.002 -0.003 0.004
H -0.014 0.000 -0.001
H 0.086 0.058 0.002
H 0.124 0.037 -0.015
H -0.072 -0.057 0.026
H 0.022 -0.026 -0.014
H 0.022 -0.011 -0.008
H -0.025 0.018 -0.018
H -0.008 0.012 -0.001
H -0.005 0.007 0.007
H 0.001 -0.010 -0.011
H 0.012 0.069 0.007
H 0.026 -0.011 0.004
H 0.006 -0.002 -0.003
H -0.008 -0.016 0.012
H 0.002 0.004 0.015
H 0.004 0.014 -0.038
H -0.003 0.006 -0.005
H 0.002 0.007 -0.026
H -0.009 0.012 0.006
H 0.018 0.201 -0.156
H 0.001 0.002 0.015
H -0.074 -0.041 -0.045
H -0.022 -0.014 0.043
H 0.083 0.182 0.120


This record from the Open Molecules 2025 dataset describes a structure of composition C37H53CaF2N7O. The level of theory is the ωB97M-V functional and the def2-TZVPD basis.

Results
Energy relative to the best compared isomer or geometry (same formula, charge and spin), eV: 0.329
Calculated total energy, eV: -75585.0199
Total charge: 0

Element x y z (Å)
Ca1 -0.675595 0.267652 0.012801
F1 -3.983233 1.039836 -0.024967
F2 -2.837682 2.874177 -0.489999
O1 -1.124420 -0.330146 -2.034937
N1 1.687787 0.362577 -0.960263
N2 -1.019934 -0.057400 2.614223
N3 2.731718 -0.636872 -2.840427
N4 1.849711 -3.764051 0.329641
N5 0.318649 2.042580 1.616463
N6 2.163287 -1.934803 -1.056847
N7 0.533843 -1.823437 0.599390
C1 3.665623 3.282176 0.763195
C2 -1.643994 1.157310 4.654651
C3 -0.405558 4.609590 0.403670
C4 1.329652 2.934553 1.146741
C5 0.648249 1.035817 -4.884268
C6 -3.707497 -1.025143 2.091597
C7 -0.187432 2.167845 2.772663
C8 -2.797362 1.724069 0.356580
C9 1.014492 4.141261 0.523511
C10 -1.777377 2.788847 -3.475566
C11 2.251718 -4.746430 -0.670467
C12 0.090941 3.305710 3.711177
C13 -1.181502 -2.680947 -3.731130
C14 0.856008 -0.105807 -5.650622
C15 -0.575949 -0.248318 -3.213717
C16 -0.615969 -3.397095 -2.505092
C17 -0.430229 2.272381 -2.959039
C18 -0.872737 -3.254454 4.421016
C19 1.453169 -2.482046 -0.008218
C20 3.377859 4.478629 0.123590
C21 0.854681 -1.432933 4.187431
C22 -2.725312 -1.803310 2.913141
C23 0.264391 -1.293281 -5.240460
C24 -2.128718 -3.783755 4.169885
C25 2.131707 -0.647730 -1.597000
C26 0.626957 3.370230 -3.035583
C27 1.173172 -4.371433 1.462993
C28 2.946995 1.198801 1.989214
C29 -0.067354 0.996920 -3.695705
C30 -0.462407 -1.386602 -4.059771
C31 -0.514340 -2.003269 3.931905
C32 -2.690571 -2.469310 -3.586301
C33 2.650216 2.492500 1.284853
C34 -1.007697 1.010035 3.302961
C35 -3.042720 -3.058606 3.423264
C36 2.064754 4.901678 0.014555
C37 -1.456352 -1.287892 3.182191
H1 1.042964 1.981361 -5.239853
H2 -4.027199 -3.464579 3.224970
H3 -2.092141 3.677507 -2.926304
H4 -1.701439 3.033837 -4.538195
H5 0.753053 3.733359 -4.057651
H6 1.413635 -0.055321 -6.576943
H7 2.796223 -4.309679 -1.502240
H8 -3.195607 -3.422896 -3.412055
H9 1.835917 5.838254 -0.479826
H10 -0.153808 -3.815702 5.006994
H11 -2.394682 -4.758462 4.557737
H12 0.117477 -4.589249 1.257528
H13 -3.400040 -0.950482 1.047302
H14 -0.874050 4.730276 1.384213
H15 -0.894693 1.327983 5.430045
H16 -3.106039 -2.024975 -4.492026
H17 1.675947 -5.307141 1.698774
H18 1.384889 -5.272394 -1.082817
H19 0.813738 -0.551704 4.832999
H20 4.691953 2.948247 0.859069
H21 -0.746301 -2.780815 -1.616096
H22 4.177555 5.081588 -0.286750
H23 1.607409 3.037754 -2.680458
H24 0.449826 -3.602359 -2.637744
H25 2.589078 0.238247 -3.329613
H26 -1.029666 3.906023 -0.146996
H27 -0.841661 3.780638 4.019364
H28 -3.813777 0.003107 2.439456
H29 2.893092 -2.501335 -1.447853
H30 -2.219579 0.271910 4.912173
H31 1.490725 -2.169528 4.677917
H32 -2.308618 2.022945 4.651339
H33 -2.548399 2.029357 -3.346375
H34 -1.128304 -4.350914 -2.347909
H35 0.068222 -2.390077 1.298980
H36 0.326721 4.224687 -2.426938
H37 2.388733 0.379877 1.530886
H38 -1.024547 -3.340360 -4.592442
H39 1.234907 -3.727719 2.338979
H40 1.329416 -1.121862 3.253809
H41 1.723313 1.188692 -1.554470
H42 -2.904247 -1.800723 -2.753045
H43 0.346930 -2.175836 -5.868610
H44 2.914772 -5.472448 -0.201693
H45 0.727707 4.048852 3.238458
H46 4.010962 0.969842 1.936318
H47 -4.689255 -1.495579 2.108727
H48 -0.445200 5.574179 -0.101282
H49 -3.080066 2.158081 1.343306
H50 0.585570 2.944906 4.615633
H51 2.664519 1.244204 3.045094
H52 2.409812 -1.387082 -3.441932
H53 -0.599380 2.033405 -1.904874

Atomic forces in eV per Å
Ca 0.136 0.051 0.173
F -0.015 0.016 0.005
F -0.002 -0.003 0.008
O -0.119 -0.075 -0.198
N -0.209 0.055 0.099
N -0.006 0.016 0.009
N 0.002 0.023 -0.009
N 0.010 -0.024 0.031
N 0.013 0.016 -0.059
N 0.045 -0.023 -0.011
N 0.035 0.097 -0.014
C 0.003 -0.010 0.006
C 0.000 0.028 -0.010
C -0.011 0.003 0.010
C -0.032 -0.030 0.033
C 0.017 0.003 -0.012
C -0.001 0.011 -0.014
C 0.023 0.004 -0.033
C 0.066 -0.044 0.000
C 0.022 0.009 -0.013
C -0.021 -0.010 0.000
C 0.011 -0.001 -0.027
C 0.007 0.007 0.007
C -0.003 -0.009 -0.031
C 0.010 -0.003 -0.009
C 0.065 0.073 -0.023
C 0.011 -0.018 0.006
C -0.053 0.012 -0.041
C 0.014 0.008 0.003
C -0.060 -0.015 -0.008
C 0.011 0.007 0.001
C 0.018 -0.022 -0.007
C -0.001 -0.015 -0.020
C 0.010 -0.016 -0.007
C -0.013 -0.009 0.011
C 0.003 -0.047 -0.023
C 0.013 0.000 -0.017
C -0.001 0.002 -0.008
C 0.000 -0.013 0.000
C -0.050 -0.058 0.007
C -0.001 0.037 0.045
C -0.016 -0.023 0.012
C -0.009 0.008 0.004
C -0.001 0.028 -0.008
C -0.025 -0.058 0.029
C 0.008 0.022 -0.001
C -0.010 -0.005 0.002
C 0.002 0.039 -0.015
H -0.010 0.008 0.009
H 0.000 -0.008 0.005
H 0.005 0.000 0.003
H 0.011 -0.003 -0.002
H -0.002 -0.008 -0.003
H 0.001 -0.001 0.002
H -0.008 -0.005 0.003
H 0.001 -0.002 -0.002
H 0.001 0.001 0.000
H 0.002 0.001 -0.003
H -0.001 0.000 -0.001
H -0.001 -0.005 0.002
H -0.009 -0.003 0.007
H 0.004 0.001 0.001
H -0.001 0.003 -0.002
H 0.002 -0.001 -0.004
H -0.001 0.000 0.002
H 0.002 -0.002 0.001
H -0.003 -0.005 0.003
H 0.002 0.003 -0.003
H 0.001 0.009 0.001
H 0.001 0.000 0.004
H 0.009 0.014 0.005
H -0.009 0.004 -0.001
H -0.001 0.008 -0.001
H 0.008 -0.002 0.000
H -0.004 -0.001 0.003
H 0.001 -0.012 0.006
H 0.008 0.009 0.012
H 0.002 -0.006 -0.007
H -0.003 0.001 0.002
H 0.000 -0.001 0.014
H 0.004 0.001 0.000
H 0.003 -0.002 -0.002
H 0.017 -0.022 0.005
H -0.001 -0.011 0.014
H -0.006 0.001 -0.002
H -0.002 -0.004 0.010
H -0.002 0.014 0.005
H -0.002 0.002 -0.007
H 0.033 -0.020 -0.021
H 0.007 -0.001 0.000
H 0.001 0.000 0.002
H -0.008 -0.003 0.008
H 0.000 -0.003 0.001
H -0.001 0.003 0.001
H 0.000 -0.004 0.008
H -0.005 -0.003 -0.005
H -0.017 0.011 -0.006
H -0.004 0.003 0.001
H 0.002 0.006 0.001
H -0.009 -0.013 0.007
H 0.080 0.003 0.044


This record from the Open Molecules 2025 dataset describes a structure of composition C3H3BiCl2NO3Ru. The level of theory is the ωB97M-V functional and the def2-TZVPD basis.

Results
2S+1: 6
Calculated total energy, eV: -44193.9325
Total charge: +4

Element x y z (Å)
Bi1 -1.562205 0.848198 -0.670899
Ru1 0.738700 -0.622576 0.610787
Cl1 0.783717 1.443593 -0.690785
Cl2 -0.813524 -1.424728 -1.058751
O1 -4.518522 -0.016381 -0.562503
O2 0.545793 -3.196339 2.172061
O3 -2.406132 3.749173 -0.068169
N1 2.774023 -0.421623 -0.010333
C1 -3.391843 0.319217 -0.610984
C2 0.634202 -2.142769 1.532086
C3 -2.089654 2.640854 -0.306343
H1 2.829524 -0.435804 -1.047049
H2 3.169187 0.464811 0.346819
H3 3.306735 -1.205626 0.364063

Atomic forces in eV per Å
Bi 7.128 -3.567 -2.933
Ru 1.441 4.684 -3.677
Cl 2.609 0.774 0.491
Cl 1.013 -3.199 -0.063
O 7.003 1.906 -0.414
O 0.614 8.601 -5.249
O 2.138 -6.818 -1.555
N -0.298 -0.509 0.486
C -17.065 -4.557 0.788
C -0.311 -13.536 8.330
C -5.292 16.655 3.571
H 0.197 -0.035 0.338
H 0.186 -0.222 -0.087
H 0.640 -0.176 -0.026


Computed largest force on an atom, in the same sequence as the records: 16.2 2.9 0.9 0.2 17.8 eV/Å.